15
Properties=species:S:1:pos:R:3:forces:R:3 method="wB97M-V/def2-TZVPD" homo_ev="-7.4167 / -7.5111" e_tot_ha=-341.67250 relative_energy_ev=9.011 total_charge=0 orbital_gap_ev="8.15 / 8.11"
C -0.380 0.880 0.549 -0.6 1.5 0.1
C 0.558 0.506 -0.593 -3.9 -1.2 0.9
C 2.099 -0.802 0.488 0.4 -1.2 0.7
C -1.753 -1.111 0.181 0.9 -1.3 -0.8
N -2.531 -0.091 -0.507 -0.7 -1.7 3.2
N -1.592 0.127 0.646 -1.4 0.7 1.4
O 1.134 -0.700 -0.376 -0.4 -2.2 -1.5
H 0.136 0.771 1.579 -0.8 0.7 -1.7
H -0.900 1.871 0.291 1.8 -0.5 0.9
H -0.027 0.370 -1.486 -0.3 0.2 -0.5
H 1.221 1.235 -0.722 3.0 3.1 -0.7
H 2.528 0.044 0.869 1.0 2.2 1.0
H 2.650 -1.690 0.433 0.5 -1.1 0.0
H -0.819 -1.709 0.015 -1.3 0.2 -0.8
H -2.322 0.300 -1.365 1.7 0.6 -2.3